Entry from the OMol25 dataset: 9 unconnected molecules or ions with the total composition C22H62O14 in a non-equilibrium geometry (the ωB97M-V functional and the def2-TZVPD basis).

Properties
DFT total energy, eV: -52467.672
M, g/mol: 550.7
Maximum force, eV Å⁻¹: 13.8
HOMO energy, eV: -9.582
Gap between HOMO and LUMO, Ha: 0.3618
Relative energy (zero: lowest compared OMol25 entry of this formula, charge and spin), kcal per mole: 338.0
SMILES: CC(C)O.CC(C)O.CC(C)O.CC(C)O.OCCO.OCCO.OCCO.OCCO.OCCO

The geometry in ORCA input format:
```
! wB97M-V def2-TZVPD RIJCOSX def2/J DEFGRID3
* xyz 0 1
H 0.06 3.92 0.84
H 0.25 1.71 -0.34
O -3.42 2.23 1.07
C 0.12 -4.93 -3.76
H 4.58 0.28 0.69
C -0.31 0.73 -0.63
O 1.40 -0.93 -0.08
H 1.86 -5.52 0.28
C 0.90 -4.20 1.54
C -0.55 -1.68 -1.41
C -3.36 1.06 1.87
H -0.12 -2.64 -1.60
H -4.12 -4.05 0.99
H -3.48 -3.07 0.14
C -2.03 3.91 -3.02
H 0.03 -4.36 -4.72
H -2.18 3.65 1.82
H 3.45 4.77 0.46
H -2.39 -4.67 0.38
O 6.07 0.79 2.87
H 2.74 1.93 1.62
H 3.38 5.89 -2.66
C -1.83 5.17 -3.93
H -2.26 6.09 -3.31
C 1.31 -4.57 0.19
H 0.31 3.63 3.88
H -0.92 -4.93 -3.38
O 1.96 3.35 2.55
H 4.65 2.02 0.78
H 0.23 -3.25 1.26
O -2.46 -5.00 2.81
O -0.38 -6.78 -4.93
H 0.69 -4.31 -3.04
H 1.68 -6.47 -2.17
H -2.30 0.62 1.83
H 3.13 4.02 -2.88
H -4.62 -3.79 3.04
H 2.35 5.99 0.76
C 2.81 5.45 -0.01
H -1.53 2.97 -3.37
H 3.44 6.07 -0.28
O 0.25 -5.16 2.30
H -4.05 -2.02 2.86
H 1.64 -6.25 -4.82
H 0.71 5.08 3.24
O -0.34 5.44 -3.90
O -3.31 3.55 -3.04
H 0.03 -7.23 -2.17
H -4.61 1.64 3.16
C 0.68 -6.26 -4.16
H 6.45 0.24 3.53
H -1.47 -4.96 2.89
C -3.72 1.31 3.33
C 1.81 4.98 -1.17
C 0.83 -6.95 -2.76
C 0.46 -0.54 -1.13
H -0.54 1.19 -1.51
C 0.67 3.91 2.87
H 0.19 -4.86 -0.34
H 2.03 4.99 -3.45
H -3.96 0.41 1.14
C -2.78 -3.72 2.29
O 2.19 -3.61 -0.56
H -2.67 -0.06 4.19
O 2.89 1.15 1.10
H 0.18 -7.29 -5.67
C 4.30 1.17 1.24
O 0.90 5.90 -1.44
H 4.13 1.55 3.42
H 2.60 3.73 2.98
H 1.78 -4.06 2.02
C -0.32 3.59 1.83
H -0.34 2.43 1.80
H 1.98 -0.28 0.08
O -1.58 4.04 2.35
H -1.11 -1.88 -0.48
H -0.99 -1.61 -2.17
C 2.62 4.91 -2.54
H -1.24 0.41 -0.19
H -1.93 -3.09 2.30
C -3.15 -3.91 0.83
H -3.11 2.10 3.83
H 0.42 6.25 -0.70
H 1.01 -8.03 -3.04
H -4.14 2.07 0.42
C -3.86 -3.12 3.25
H -3.43 -3.06 4.11
H -2.11 5.00 -5.02
H 1.04 -0.35 -1.98
H -0.29 5.60 -2.87
H 1.30 4.11 -1.02
H -3.81 4.34 -2.99
H 4.47 -0.21 2.91
H -1.79 4.02 -2.03
H 1.80 -2.85 -0.50
O -3.58 0.14 4.04
C 4.66 0.81 2.77
H 1.06 -5.83 2.41
*
```

---

Entry from the OMol25 dataset: 2 unconnected molecules or ions with the total composition C4H4O3 in a non-equilibrium geometry (the ωB97M-V functional and the def2-TZVPD basis).

Properties
DFT total energy, eV: -10352.798
M, g/mol: 100.1
Maximum force, eV Å⁻¹: 1.5
HOMO energy, eV: -10.197
Gap between HOMO and LUMO, Ha: 0.3974
Relative energy (zero: lowest compared OMol25 entry of this formula, charge and spin), kcal per mole: 55.7

The geometry in ORCA input format:
```
! wB97M-V def2-TZVPD RIJCOSX def2/J DEFGRID3
* xyz 0 1
H -1.67 -0.22 0.45
H 0.63 1.92 0.39
C 1.28 0.01 -0.27
O -0.37 -2.62 -2.15
C -0.61 -2.15 -1.15
O -0.13 0.48 1.75
C 0.30 0.88 0.46
H -1.72 1.57 0.88
C -1.12 0.67 0.75
H 2.09 -0.41 0.37
O 1.31 -0.12 -1.47
*
```

---

Entry from the OMol25 dataset: 13 unconnected molecules or ions with the total composition C58H162N19O29P9 in a non-equilibrium geometry (the ωB97M-V functional and the def2-TZVPD basis).

Properties
DFT total energy, eV: -234056.498
M, g/mol: 1868.8
Maximum force, eV Å⁻¹: 4.6
HOMO energy (spin up / spin down), eV: -9.149 / -9.149
Gap between HOMO and LUMO (spin up / spin down), Ha: 0.2363 / 0.0789

The geometry in ORCA input format:
```
! wB97M-V def2-TZVPD RIJCOSX def2/J DEFGRID3
* xyz 1 2
C 0.00 -1.46 -7.49
H -7.02 -3.81 -4.44
N 3.23 -3.78 2.64
H -0.68 -2.20 -7.08
H -0.67 2.91 7.69
H 0.40 -4.00 -2.00
C -0.57 1.08 -11.20
H 2.44 5.80 -0.28
C 6.61 -4.69 3.31
O 0.39 -1.84 -10.56
H 0.18 10.01 -3.47
H 0.85 -1.98 -7.94
H -6.28 8.20 2.79
H -5.40 -3.51 -4.51
O -1.45 0.04 -10.74
C -5.45 7.55 3.04
C 4.83 -6.02 4.26
C 1.44 1.00 2.41
C -0.22 1.47 6.15
H 6.07 2.36 9.51
H -4.79 -0.98 -1.77
C -3.33 -1.72 -9.15
H 3.77 -6.26 4.24
H 1.42 -3.42 -3.20
H 2.34 -2.51 -1.60
H -0.74 3.23 3.89
O 4.29 -0.98 8.94
H -3.87 3.46 -2.85
H 1.05 9.05 -4.73
H 3.05 -1.87 -0.09
H 1.53 -4.41 -5.41
H 0.37 1.05 2.21
P -1.45 -4.52 -4.10
O 6.50 -1.40 -3.32
C -6.34 -3.01 -4.74
H -2.15 2.96 -1.28
H 8.06 -0.26 3.56
H -1.24 7.54 -0.78
P 3.89 0.41 9.03
H -1.37 2.50 -9.72
C -3.69 -2.19 -7.76
H -1.72 -3.58 2.91
H 0.44 -2.50 0.39
C -1.01 -0.36 -0.79
H -0.76 5.90 -3.27
H -3.72 -1.91 5.83
H -0.23 -0.10 -5.81
C -3.17 -1.61 6.72
O -5.20 3.58 1.28
H 2.23 1.10 -2.87
H -4.80 4.40 -1.61
P -6.00 -0.28 -4.61
O -2.08 -0.72 6.46
H 3.04 5.65 -4.26
H -2.50 0.01 -3.67
H 4.55 7.73 -2.47
H 8.05 -2.45 -1.55
H -4.14 0.79 1.21
H 4.25 -2.15 3.64
H -2.74 -2.57 -2.15
H 4.79 -0.05 5.21
N 0.05 7.93 -3.26
C -1.17 2.27 6.96
P -0.82 -1.22 -9.92
H -1.08 -7.53 -4.05
H 6.63 0.90 10.30
H 1.99 -5.15 3.22
P 4.28 -4.85 1.83
H 0.94 -2.20 10.34
H -3.22 -4.37 3.59
H -1.63 6.95 -4.25
C -1.74 -5.43 -1.46
P 1.21 7.76 -2.00
H -4.00 -2.23 -9.84
H 4.93 -5.28 5.06
H 1.61 5.12 -3.33
C -4.16 -0.74 7.58
H 7.07 -4.44 2.36
N -2.13 -5.91 -4.93
H 0.82 -1.50 1.77
O 6.44 5.00 3.80
C -3.09 -5.62 -5.96
H -8.74 0.27 -5.36
H 1.28 -3.60 3.26
H 2.31 -0.36 11.20
H -6.32 -2.77 -5.80
H -3.62 0.34 -1.90
H -1.35 -1.36 -1.07
H 1.21 4.59 -1.06
H 6.58 -3.20 -0.84
H -4.50 8.06 2.91
H 1.42 -5.35 1.13
H 4.11 7.66 -4.09
H -1.61 2.96 6.25
C 3.69 7.92 -3.12
H 4.15 3.31 2.59
O -0.80 1.00 5.01
P -1.52 -0.45 4.95
H 1.02 5.14 0.58
O -0.63 -1.53 4.48
H 0.16 3.01 -10.32
O -2.95 4.28 0.17
P 1.48 0.48 -0.24
O 6.66 0.04 1.35
C 7.18 -3.07 -1.74
C -2.07 -7.26 -4.42
N 7.31 -0.93 1.64
C 2.12 -6.09 0.75
H 1.68 2.03 2.69
H 2.71 0.21 6.66
N 3.38 -6.22 1.52
H -3.79 -4.83 -5.70
C 1.42 5.43 -0.40
H -4.08 -3.57 -2.87
O 4.89 -4.21 0.67
C 2.18 -4.13 3.56
H -2.71 -7.20 -3.54
H -6.18 2.60 -4.53
H -1.27 5.78 -1.04
H 8.41 -1.99 3.20
C -0.60 6.74 -3.94
C 5.91 1.71 10.38
H -2.88 -2.55 7.18
H -0.71 3.49 2.07
H -1.85 0.13 -0.29
O 1.17 1.88 -0.70
N -7.14 0.80 -4.03
H 3.40 0.73 4.40
H 1.43 -6.94 0.76
C 7.70 -1.17 3.08
H 4.18 0.10 0.57
C 4.16 -7.50 1.12
H 1.10 -1.35 -5.52
C -4.16 0.62 2.29
H 4.07 0.50 2.30
H 0.36 0.72 6.69
C -2.04 4.78 3.13
H -1.92 1.63 7.43
H -6.02 6.61 1.15
H -4.27 0.30 7.28
H -2.16 -5.21 2.38
N 6.28 -2.48 -2.80
H -3.64 -3.28 -7.66
H 4.25 -7.59 0.04
N -3.34 -3.75 1.62
N 2.40 -0.44 -1.36
C 0.09 -1.65 0.97
O 7.72 -1.73 0.82
C 3.67 0.72 1.31
H 5.90 1.86 12.51
H -2.23 1.29 2.92
O 4.26 5.20 4.09
O 1.47 9.03 -1.23
H -3.12 -1.67 -6.99
N -2.18 -4.51 -2.52
H -4.74 -1.97 -7.60
H -0.68 9.23 -4.87
C -3.82 4.16 -2.02
H 3.42 8.98 -3.15
H 0.00 4.63 3.10
O -0.63 -0.59 -8.46
N 2.52 7.06 -2.85
H 5.34 -6.96 4.43
H 4.17 -2.09 1.86
O -3.24 -2.54 1.26
N 5.34 -5.33 3.08
H -7.53 -0.92 -2.40
H 1.76 -5.00 -2.41
O -1.54 -3.24 -4.80
H 5.82 3.14 2.22
H 5.18 -7.63 1.49
H -7.92 -2.62 -2.79
O 4.55 1.26 10.23
C -0.79 6.59 -0.50
H -3.71 -3.79 -1.21
H 0.40 -1.23 8.93
C 1.21 -1.42 9.63
H -4.58 1.56 2.65
H -3.75 -6.48 -6.09
O -3.08 3.96 2.74
C 2.55 5.67 -3.29
N 2.22 0.53 1.30
H -6.37 2.41 -2.77
H 6.26 -3.78 3.80
H -2.01 5.69 2.54
C -2.79 0.35 2.83
C -3.25 -3.53 -2.16
C 5.03 3.89 2.34
H -1.01 6.60 0.57
O -2.06 -2.26 -9.68
H -3.55 2.43 -0.55
H -0.70 0.13 -1.72
O -2.88 -0.25 4.11
C -5.56 6.34 2.10
H -4.92 -0.06 2.66
H -3.70 -0.71 8.57
H -3.17 -0.15 -5.24
H -5.58 7.25 4.08
H 2.74 -1.74 2.88
H -9.15 1.47 -4.19
H 1.27 -0.04 -6.61
C -2.56 -4.26 2.73
N 0.08 -0.47 0.08
H 1.75 -6.12 -4.94
H 2.80 2.03 6.44
N -6.54 -1.77 -4.03
H 4.89 4.56 1.49
H 1.99 -1.82 8.98
N 5.26 4.76 3.51
H 6.82 -1.53 3.62
H -7.71 2.79 -3.67
H 7.05 2.92 11.75
H -0.94 -1.87 1.23
O -4.26 5.99 1.64
O -4.10 -4.56 1.08
H -2.69 -5.29 -6.91
H -2.26 -0.22 2.07
C -8.53 0.59 -4.34
P -3.98 4.38 1.42
H 5.40 3.34 11.81
H 7.55 -4.01 -2.16
H -8.93 -0.23 -3.74
H 4.01 -1.82 -1.54
C -6.81 2.20 -3.74
H -2.24 5.07 4.16
H -2.57 -5.91 -0.94
N 0.19 -4.99 -3.82
H 3.24 5.05 -2.71
H 0.36 0.59 -11.51
H 0.50 2.21 5.80
H -5.18 -1.12 7.53
C -3.09 3.35 -0.90
H 0.38 -5.54 -5.87
H 0.05 1.76 -9.09
C 1.03 -5.30 -5.03
H 3.93 1.70 0.91
O 4.20 1.24 7.64
N 0.62 6.54 -0.90
C -7.11 -1.89 -2.69
H 2.32 -5.96 -0.32
C -0.39 2.12 -10.02
H -3.48 -0.65 -9.32
H -6.14 5.58 2.62
O 2.35 0.61 9.31
O 5.37 -3.15 -3.18
C -3.30 -0.49 -4.21
H -5.42 0.61 -1.96
H 4.79 1.59 4.89
H -1.04 1.56 -12.07
H -0.05 6.22 -4.73
H 7.23 -5.24 4.02
N -4.55 -0.07 -3.68
H -1.20 -4.87 -0.70
C 3.35 1.09 6.56
H 1.63 0.41 3.31
H 2.39 -4.00 4.62
H -2.58 -7.91 -5.13
C 1.00 -4.36 -2.84
H 1.40 -0.44 -3.19
C 2.99 -1.74 -1.17
C 3.63 -2.36 2.77
H -3.26 -1.58 -4.18
O -5.82 -0.33 -6.09
C 1.74 -0.15 10.30
H -3.30 5.05 -2.38
H 3.21 -0.28 -3.28
C 0.54 -0.75 -6.23
H 3.59 -8.37 1.44
H -6.38 -2.23 -1.96
C -4.59 -0.03 -2.26
C 0.13 9.15 -4.14
H 0.90 0.46 10.65
C -0.83 3.93 3.06
C 4.11 0.80 5.22
H -1.09 -6.22 -1.81
C 6.05 2.49 11.63
C 2.29 0.02 -2.78
*
```

---

Entry from the OMol25 dataset: a gas-phase ion, C6H8N3O4P (charge -2) in a non-equilibrium geometry (the ωB97M-V functional and the def2-TZVPD basis).

Properties
DFT total energy, eV: -28296.618
M, g/mol: 217.1
Maximum force, eV Å⁻¹: 3.8
HOMO energy, eV: 0.976
Gap between HOMO and LUMO, Ha: 0.1801
Relative energy (zero: lowest compared OMol25 entry of this formula, charge and spin), kcal per mole: 84.7
SMILES: CC[C@H]1O/C1=C/N=N\N=C=P([O-])([O-])O

The geometry in ORCA input format:
```
! wB97M-V def2-TZVPD RIJCOSX def2/J DEFGRID3
* xyz -2 1
H -2.40 0.19 1.27
C -1.41 0.58 0.85
N 0.94 -1.71 -1.21
H -1.57 0.25 -0.21
H 0.65 0.78 1.39
O 0.26 1.71 -2.45
C -0.15 0.02 1.39
H -2.38 2.55 1.09
O -0.19 -0.59 2.69
H -0.24 1.32 -3.13
N 0.86 -2.94 -0.91
C -1.44 2.05 1.04
H -0.77 2.34 0.27
N 0.86 -3.41 0.34
O 2.56 1.38 -1.42
H -1.02 2.29 2.05
O 2.10 0.62 -3.88
C 0.52 -2.67 1.41
C 0.12 -1.37 1.46
C 0.66 -0.72 -1.88
P 1.61 0.75 -2.41
H 0.45 -3.42 2.26
*
```

---

Entry from the OMol25 dataset: 2 unconnected molecules or ions with the total composition CH5NO in a non-equilibrium geometry (the ωB97M-V functional and the def2-TZVPD basis).

Properties
DFT total energy, eV: -4653.869
M, g/mol: 47.1
Maximum force, eV Å⁻¹: 3.4
HOMO energy, eV: -9.731
Gap between HOMO and LUMO, Ha: 0.3868
Relative energy (zero: lowest compared OMol25 entry of this formula, charge and spin), kcal per mole: 34.9
SMILES: C=N.O

The geometry in ORCA input format:
```
! wB97M-V def2-TZVPD RIJCOSX def2/J DEFGRID3
* xyz 0 1
N 1.73 1.86 -0.40
C 0.81 2.30 0.37
O -2.03 -3.27 0.01
H 0.51 1.56 1.09
H 2.35 1.27 0.20
H 0.24 3.19 0.27
H -1.35 -2.76 -0.43
H -2.48 -3.91 -0.67
*
```

---

Entry from the OMol25 dataset: 2 unconnected molecules or ions with the total composition C17H37B2I2N2O4 (the ωB97M-V functional and the def2-TZVPD basis).

Properties
DFT total energy, eV: -46957.467
M, g/mol: 608.9
Maximum force, eV Å⁻¹: 0.8
HOMO energy, eV: -5.139
Gap between HOMO and LUMO, Ha: 0.2766

The geometry in ORCA input format:
```
! wB97M-V def2-TZVPD RIJCOSX def2/J DEFGRID3
* xyz -1 1
H 6.80 -0.63 -1.42
H -0.90 -0.44 -2.23
B -1.61 -0.61 -1.25
H 5.31 -1.18 -0.64
H -1.30 1.71 -2.57
H -0.07 -1.42 2.83
H 4.28 -0.74 -2.62
I -4.12 -1.72 0.85
C -2.15 1.94 -1.92
H -1.99 2.77 0.09
H 2.45 0.23 -1.83
H -3.83 -2.82 4.69
H -0.21 4.59 -1.16
H 6.20 -0.40 1.45
H 0.21 3.07 -1.90
O -0.99 -1.25 2.61
C -2.69 0.63 -1.29
H -7.02 -3.80 3.56
C 0.59 3.17 0.22
I -1.52 -3.20 -3.09
C 4.99 0.07 -2.41
H -2.93 2.35 -2.58
H 6.66 1.32 1.53
C -0.26 3.51 -1.01
H 0.28 2.19 0.60
H 2.29 3.72 -0.99
H -5.01 -2.68 3.43
N -4.74 -3.05 4.32
C -3.29 -2.74 -0.82
H 0.27 -0.11 -0.15
C 5.78 -0.32 -1.15
C 2.11 3.14 -0.08
H 2.65 3.64 0.73
N -6.76 -4.15 4.47
H 7.67 0.16 0.62
O -1.69 0.87 1.80
H -3.53 0.30 -1.91
H -0.22 -1.77 0.14
H -3.14 0.88 -0.32
C -2.33 -2.08 -1.46
H -2.35 3.95 -1.16
C -3.89 -4.10 -1.03
C -5.55 -3.86 5.05
O -5.24 -4.32 6.15
C 4.20 1.38 -2.36
H 5.69 0.10 -3.25
H -1.28 1.31 2.55
H 4.78 2.15 -1.84
H -7.38 -4.74 4.97
C 6.64 0.44 0.89
B -1.10 -0.36 1.50
C -1.74 3.07 -0.94
H -3.12 -4.81 -1.31
C 2.80 1.27 -1.73
H 2.06 1.01 0.28
H 3.68 1.67 0.20
H -4.64 -4.06 -1.83
H 4.09 1.72 -3.40
C -0.59 -0.74 0.09
C 2.69 1.72 -0.27
O 5.87 0.76 -0.24
H -4.39 -4.46 -0.13
H 0.39 3.90 1.01
H 2.10 1.87 -2.33
*
```